No. 1
ORCA calculation (wB97M-V/def2-TZVPD) on a 2-piece molecular cluster, C3H11NOS2 overall.

Positions of all 18 atoms, in Å:
C -1.07303 -1.68495 -0.38229
N -0.22456 -0.76337 0.29579
C 1.18995 -1.16334 0.32478
C 1.82123 -0.81662 -1.04017
S 2.80147 0.75584 -0.83343
S 1.96345 2.19529 0.40315
H -0.87700 -1.86158 -1.46251
H -2.15236 -1.41533 -0.46468
H -1.11853 -2.71226 -0.00558
H -0.59467 -0.56813 1.21399
H 1.58775 -0.61977 1.19018
H 1.30072 -2.23787 0.54562
H 0.96512 -0.70847 -1.71831
H 2.53010 -1.58991 -1.34266
H 2.65300 2.07056 1.55502
O -3.73736 3.98742 0.43947
H -2.82810 3.96481 0.69549
H -4.20717 3.16770 0.58613

Force components x, y, z for each atom (eV/Å):
C -1.9 -1.2 -1.6
N 0.1 0.1 -0.2
C -1.0 -0.2 0.3
C -0.7 0.8 2.0
S 0.6 0.0 -0.7
S -0.4 -0.4 -0.3
H 0.6 0.5 0.5
H 0.7 0.5 0.6
H 0.4 -0.2 0.5
H 0.2 0.0 0.1
H 0.5 -0.1 -0.5
H 0.0 0.0 -0.1
H 0.7 0.1 -0.2
H 0.1 0.4 -0.2
H 0.1 -0.4 -0.2
O -1.1 0.9 -0.6
H 0.6 -0.6 0.4
H 0.5 -0.3 0.2

Values from the calculation:
highest occupied orbital energy = -8.762 eV
SMILES = CNCCSS.O

No. 2
ORCA calculation (wB97M-V/def2-TZVPD) on a 2-piece molecular cluster, C3H11NOS2 overall.

Positions of all 18 atoms, in Å:
S -0.73984 2.70072 1.05935
S -0.79756 1.88502 -0.84574
C -0.87398 0.09128 -0.38771
C 0.56122 -0.34001 0.01918
C 1.58915 -0.05725 -1.10129
N 2.22602 1.26522 -1.05603
H -1.93181 3.32331 1.22929
H -1.61995 -0.12386 0.31983
H -1.17123 -0.42832 -1.25934
H 0.88643 0.21088 0.92154
H 0.77673 -1.42421 0.26445
H 2.29416 -0.85057 -1.04469
H 1.14037 -0.11907 -2.11029
H 3.06329 1.36570 -1.67328
H 1.53193 1.95400 -1.39796
H -2.76642 -3.70911 2.03237
H -2.17776 -2.61334 2.90071
O -1.99074 -3.13039 2.12961

Force components x, y, z for each atom (eV/Å):
S 0.5 -0.3 0.0
S -1.2 -0.4 0.9
C 2.1 0.3 -0.2
C 0.8 0.0 0.1
C -0.1 0.5 0.4
N 0.0 -0.3 -1.8
H 0.1 -0.1 -0.7
H -0.9 0.2 1.2
H -0.2 -0.4 -1.2
H -0.2 -0.2 -0.3
H -1.2 1.0 -0.2
H 1.1 -0.3 -0.2
H -0.1 -0.2 0.2
H -0.6 -0.4 0.8
H 0.1 0.4 1.1
H 0.4 0.2 0.0
H -0.1 0.4 0.7
O -0.3 -0.6 -0.8

Values from the calculation:
net charge = +1
<S²> = 0.7570
2S+1 = 2
highest occupied orbital energy (spin up / spin down) = -14.102 / -13.178 eV

No. 3
ORCA calculation (wB97M-V/def2-TZVPD) on C3H11NOSi3 as an isolated structure.

Positions of all 19 atoms, in Å:
C -0.01421 -1.08453 0.32257
C -0.09632 -1.30700 -1.13131
C -0.71742 0.16013 -1.07927
N -0.79810 0.04590 0.24706
O 0.60012 -1.58443 1.23591
Si -1.61213 -2.37210 -1.78825
Si 2.67448 2.00644 0.51027
Si -1.36519 1.10272 1.53009
H 0.79739 -1.38978 -1.70845
H 3.80787 1.73178 1.28065
H -2.66668 -2.16140 -0.77064
H -1.47014 -3.75975 -1.89640
H -1.97885 -1.85485 -3.19905
H 2.88349 2.92480 -0.66111
H 2.03513 2.66415 1.66952
H 2.05408 0.79069 -0.05196
H -0.46702 0.70128 2.58565
H -2.79953 1.09160 1.83118
H -0.86695 2.29434 1.07354

Force components x, y, z for each atom (eV/Å):
C 1.6 -2.7 1.7
C -1.7 0.4 -1.4
C 0.1 -0.5 -1.1
N -1.2 0.8 0.9
O -0.6 0.7 -0.7
Si 0.2 2.3 -0.4
Si -0.9 0.7 -0.7
Si 0.0 -0.9 0.6
H 0.7 -0.3 -0.3
H 1.9 -0.7 0.3
H -0.1 0.2 -0.2
H 0.6 -1.6 -0.1
H 0.2 -0.2 1.1
H 0.0 -0.2 0.5
H -0.9 0.1 -0.4
H -0.1 0.0 0.3
H -0.1 -0.3 0.8
H -0.1 -0.2 -0.1
H 0.4 2.4 -0.7

Values from the calculation:
highest occupied orbital energy = -9.286 eV

No. 4
ORCA calculation (wB97M-V/def2-TZVPD) on a 2-piece molecular cluster, C3H11NS overall.

Positions of all 16 atoms, in Å:
C -1.79527 -1.81568 -1.39109
C -0.85968 -3.00857 -1.29937
N -0.77942 -3.42732 0.12862
H -2.43909 -1.78888 -2.26379
H -2.45603 -1.86526 -0.51901
H -1.30304 -0.84438 -1.36180
H -1.24042 -3.82719 -1.91434
H 0.17474 -2.75272 -1.49998
H -0.12735 -4.20147 0.21451
H -1.67523 -3.78303 0.46214
C 2.50400 4.31693 1.56527
S 1.35586 5.69321 1.81840
H 2.66444 4.02165 0.53224
H 3.43991 4.70049 1.98322
H 2.24920 3.49583 2.21952
H 0.28739 5.08638 1.32545

Force components x, y, z for each atom (eV/Å):
C -0.4 0.4 0.3
C -0.2 -0.2 1.3
N -0.1 -0.2 -0.1
H 0.0 -0.3 -0.3
H 0.0 0.2 -0.1
H 0.2 -0.1 0.2
H 0.3 0.1 -0.3
H 0.0 0.0 -0.8
H 0.0 0.1 0.0
H 0.1 0.1 -0.2
C 0.6 0.5 0.7
S 0.2 0.1 -0.1
H -0.2 0.0 0.0
H 0.0 -0.1 -0.3
H -0.2 -0.4 -0.2
H -0.4 -0.1 -0.1

Values from the calculation:
highest occupied orbital energy = -9.064 eV
SMILES = CCN.CS

No. 5
ORCA calculation (wB97M-V/def2-TZVPD) on a 2-piece molecular cluster, C3H11NSi overall.

Positions of all 16 atoms, in Å:
C 0.71995 1.64877 1.45636
C 0.18616 -2.01798 -0.89274
C 0.27085 0.32216 1.62345
N -0.74529 -1.10137 -0.45654
Si -1.25434 0.18467 -1.40064
H 0.18350 2.42412 2.04932
H 1.83822 1.88064 1.65412
H 0.48528 2.15449 0.39185
H 0.06162 -2.97952 -0.24366
H 0.29058 -2.18494 -1.98942
H 1.18771 -1.63225 -0.69559
H 0.95322 -0.49015 1.80759
H -0.79969 0.18291 1.84528
H -0.00146 0.87329 -1.53647
H -1.16856 -0.32228 -2.83125
H -2.20774 1.05744 -0.78167

Force components x, y, z for each atom (eV/Å):
C 1.8 4.6 -1.6
C 1.1 -2.2 0.7
C -1.7 -1.5 0.3
N -1.4 -0.2 1.5
Si 1.6 -0.2 -1.6
H 0.1 -0.7 0.1
H -1.7 -0.7 -0.5
H 0.6 -1.4 1.6
H 0.5 1.2 -1.6
H -0.7 -0.3 0.4
H 0.4 0.0 0.4
H -0.1 -0.2 -0.1
H 0.8 -0.2 -0.1
H 0.8 1.3 0.0
H -1.2 0.2 0.3
H -0.9 0.2 0.0

Values from the calculation:
highest occupied orbital energy (spin up / spin down) = -7.717 / -9.074 eV

No. 6
ORCA calculation (wB97M-V/def2-TZVPD) on a 2-piece molecular cluster, C3H11O overall.

Positions of all 15 atoms, in Å:
O -1.11676 -0.04339 -1.74209
H -0.55722 -0.84644 -1.76407
H -1.97774 -0.19791 -2.19371
H -1.03882 0.44823 -0.89512
C 1.36067 -0.79384 0.19397
C 0.13277 -0.32707 0.96463
C -0.10798 1.20648 1.05751
H 1.42880 -0.31959 -0.79543
H 2.24593 -0.49735 0.73633
H 1.29068 -1.88236 0.10556
H -0.78708 -0.74696 0.54118
H 0.12916 -0.78569 1.94956
H 0.58680 1.67516 0.33463
H 0.14798 1.64336 2.00570
H -1.10144 1.50131 0.73076

Force components x, y, z for each atom (eV/Å):
O 0.1 -0.5 -1.2
H 0.1 0.1 0.2
H 0.1 0.4 0.6
H -0.3 0.1 0.3
C -0.7 0.1 0.0
C -1.0 0.3 0.3
C 1.4 -0.5 -1.5
H 0.1 -0.1 0.0
H 0.4 -0.1 0.0
H 0.5 0.1 -0.1
H 0.0 -0.4 0.0
H 0.1 0.1 0.2
H -0.2 0.1 0.3
H -0.3 0.1 0.4
H -0.4 0.2 0.4

Values from the calculation:
net charge = +1
highest occupied orbital energy = -15.950 eV

No. 7
ORCA calculation (wB97M-V/def2-TZVPD) on C3H11O2S as an isolated structure.

Positions of all 17 atoms, in Å:
C 0.22090 -1.84566 -1.23997
C 0.11581 -0.80303 -0.11205
C -0.99001 0.23187 -0.27495
S -1.24374 0.99075 -1.97071
H 0.77488 -2.67195 -0.78834
H 0.54378 -1.38861 -2.18159
H -0.80345 -2.21581 -1.44084
H -0.17053 -1.39418 0.78173
H 1.07363 -0.33022 0.12397
H -0.71675 0.99264 0.46125
H -2.01685 -0.10680 -0.09492
H 0.47982 0.66573 -1.74471
H 2.02421 -0.96736 3.42986
O 1.76024 -0.89721 2.50897
H 1.37321 2.06228 2.56175
H 1.24414 0.25482 2.36029
O 0.80785 1.33970 2.28949

Force components x, y, z for each atom (eV/Å):
C -1.2 0.4 0.7
C -1.1 -1.1 -0.2
C -0.9 0.5 0.4
S 5.2 -1.1 1.2
H 0.5 0.0 -0.9
H 0.5 -0.6 0.2
H 0.4 0.0 0.0
H 0.5 0.6 -0.1
H -0.1 0.1 0.0
H -0.4 0.3 -0.2
H 0.4 -0.5 0.5
H -3.5 1.4 -1.5
H -0.1 0.1 0.0
O -0.1 -0.1 -0.3
H 0.3 -0.3 0.0
H 0.7 0.1 0.6
O -0.8 0.1 -0.4

Values from the calculation:
net charge = -1
highest occupied orbital energy = -4.002 eV

No. 8
ORCA calculation (wB97M-V/def2-TZVPD) on a 3-piece molecular cluster, C3H11O3 overall.

Positions of all 17 atoms, in Å:
C -0.31247 -0.05376 -0.23611
O 0.69445 0.61347 -0.81548
C -0.38214 0.15992 1.34858
C -1.39404 -0.79566 1.94274
H -1.31429 0.33521 -0.53099
H -0.36507 -1.13176 -0.32866
H 0.65993 0.03117 1.64515
H -0.67290 1.19952 1.43282
H -2.24132 -0.29394 2.42208
H -1.82127 -1.47429 1.18825
H -1.04423 -1.54414 2.65353
H 0.20696 1.69474 -3.52795
H 0.09940 1.71041 -1.99517
O -0.17515 2.20835 -2.81233
H 2.01596 -0.43777 -0.66865
H 3.26138 -1.18458 -1.26581
O 2.78481 -1.03688 -0.45200

Force components x, y, z for each atom (eV/Å):
C -1.1 1.3 1.7
O 0.6 -0.2 -0.6
C 0.5 -0.4 -1.6
C -0.7 -0.6 0.3
H -0.1 -0.3 -0.4
H 0.3 -0.9 -0.6
H -0.2 0.0 0.5
H 0.1 0.2 0.5
H 0.1 0.0 0.0
H -0.1 0.5 -0.3
H 0.5 0.3 0.4
H 0.0 -0.1 0.1
H 0.3 -0.4 0.2
O -0.2 0.3 -0.2
H -0.2 0.5 0.0
H 0.0 0.1 -0.3
O 0.1 -0.3 0.3

Values from the calculation:
net charge = -1
highest occupied orbital energy = -3.593 eV

No. 9
ORCA calculation (wB97M-V/def2-TZVPD) on a 3-piece molecular cluster, C3H11O4 overall.

Positions of all 18 atoms, in Å:
C 1.42001 0.36822 -0.46506
O 0.62745 -0.58616 -1.16444
C 2.09475 -0.29743 0.74265
C 1.05505 -1.07163 1.54200
O -0.00356 -0.19621 1.86142
H 2.18944 0.75489 -1.15110
H 0.85249 1.25244 -0.16739
H 2.40785 0.47955 1.46022
H 2.93982 -0.92237 0.45327
H 0.65065 -1.83917 0.87197
H 1.49996 -1.45521 2.45235
H -0.72482 -0.26503 1.16125
H -0.31049 -0.45041 -0.85662
H -2.22107 -0.90621 -0.29828
O -1.55721 -0.23383 -0.12695
H -3.39966 2.19527 -1.40336
H -2.33675 1.08870 -1.49695
O -2.74115 1.81930 -1.98919

Force components x, y, z for each atom (eV/Å):
C 0.4 -0.7 -0.7
O 1.7 0.6 -0.5
C -0.4 0.8 0.7
C -0.8 0.5 -1.1
O 0.2 -0.1 1.0
H 0.0 -0.1 0.0
H -0.3 -0.2 0.2
H 0.4 0.0 -0.4
H 0.1 -0.1 -0.1
H 0.3 -0.4 0.4
H 0.0 -0.4 0.3
H 0.1 0.0 -0.2
H -0.7 -0.1 0.3
H 0.0 -0.1 0.1
O -1.1 0.4 -0.3
H 0.1 -0.1 0.2
H 0.3 -0.3 0.6
O -0.2 0.3 -0.6

Values from the calculation:
net charge = -1
highest occupied orbital energy = -4.826 eV

No. 10
ORCA calculation (wB97M-V/def2-TZVPD) on a 2-piece molecular cluster, C3H11O5P overall.

Positions of all 20 atoms, in Å:
C 0.15779 -2.79453 -0.76356
C 0.65157 -1.55980 -1.57042
O -0.20023 -0.47226 -1.46457
P -0.13883 0.57297 -0.23601
O 1.09458 1.38863 -0.18465
O -0.41967 -0.37749 1.04356
O -1.57889 1.30270 -0.43806
C -1.61776 2.58951 -1.11660
H -0.81994 -3.11231 -1.16315
H 0.05277 -2.61164 0.31909
H 0.88194 -3.61291 -0.91349
H 0.62920 -1.74856 -2.66097
H 1.68446 -1.26686 -1.30067
H 0.12173 -0.01020 1.79323
H -1.52799 3.49809 -0.49771
H -2.57020 2.63424 -1.67111
H -0.78800 2.57534 -1.84317
O 1.23229 1.02487 3.89505
H 1.40700 0.23340 4.45300
H 1.74825 1.74686 4.32021

Force components x, y, z for each atom (eV/Å):
C 0.2 0.2 -0.5
C 0.9 -1.4 -0.2
O -1.3 2.1 1.3
P -0.7 -0.5 -0.6
O -1.2 -0.4 0.1
O 1.1 1.4 0.3
O 1.3 0.4 0.5
C 0.3 -0.4 -1.1
H 0.4 0.1 0.2
H 0.1 0.1 -0.6
H -0.3 0.2 0.0
H 0.3 -0.4 0.6
H -0.4 -0.2 0.0
H -0.7 -0.4 -0.6
H 0.0 -0.8 0.3
H 0.4 -0.1 0.3
H -0.4 0.4 0.2
O 0.6 -0.2 0.9
H -0.1 0.9 -0.5
H -0.5 -0.8 -0.5

Values from the calculation:
highest occupied orbital energy = -10.542 eV
SMILES = CCO[P@](=O)(O)OC.O

Largest force on an atom (Eh/bohr)
0.05419, 0.04121, 0.06940, 0.02606, 0.10039, 0.04142, 0.10545, 0.04664, 0.03616, 0.05388
Energy relative to the best compared isomer or geometry (same formula, charge and spin) (kJ/mol)
107.4, 117.6, 362.7, 56.2, 493.8, 29.0, 305.8, 33.9, 39.6, 1.7